1.
The following is a DFT calculation (ωB97M-V/def2-TZVPD) of C19H22N3O7Ru as an isolated structure at a distorted geometry.

```
52
Properties=species:S:1:pos:R:3:forces:R:3:lowdin_spin:R:1
Ru 0.40500 0.31466 0.00827 -0.50 -1.14 -0.36 0.87
O -3.45471 -1.49784 0.67027 -0.08 0.03 0.03 0.00
C -2.39923 -0.71521 0.85148 -0.12 -0.10 -0.09 0.00
O -1.91838 -0.06069 -0.04954 0.59 0.39 0.29 0.00
C -1.94196 -0.69455 2.29161 0.13 -0.03 -0.09 0.00
O -0.57579 -0.42294 2.38600 0.04 0.08 0.25 0.02
C 0.25630 -1.56008 2.58684 0.04 0.10 -0.20 0.00
C 0.47425 -2.37430 1.31043 -0.13 -0.01 -0.15 0.00
O 0.84870 -3.52580 1.42560 -0.01 0.00 -0.08 0.00
O 0.24500 -1.75263 0.19454 0.27 0.12 0.28 0.02
H -3.71149 -1.46691 -0.26430 0.02 0.05 -0.03 0.00
H -2.22554 -1.62938 2.77786 0.00 -0.03 0.01 0.00
H -2.47220 0.13004 2.77563 -0.12 -0.04 -0.01 0.00
H -0.13635 -2.21516 3.36476 -0.03 0.01 0.05 0.00
H 1.21877 -1.15785 2.90619 0.00 -0.03 0.07 0.00
C 2.86904 -1.49495 -0.50935 0.24 -0.07 0.00 0.00
N 2.63049 -0.04742 -0.37988 -1.21 0.42 -0.11 -0.01
C 3.57951 0.52854 0.57208 0.16 -0.09 0.10 0.00
C 2.78406 0.60014 -1.70110 0.42 0.02 -0.14 0.00
C 1.67478 0.16526 -2.58946 0.00 0.05 -0.35 0.01
C 1.85115 -0.24965 -3.90137 0.00 0.16 -0.01 0.00
C 0.74760 -0.63021 -4.65506 -0.01 0.00 0.00 0.01
C -0.52239 -0.55569 -4.10040 0.01 0.08 0.03 0.00
C -0.69536 -0.12906 -2.78537 0.07 0.08 -0.17 0.02
C 0.41336 0.19256 -2.01185 -0.29 -0.41 0.66 0.00
H 3.88885 -1.66384 -0.87433 0.02 0.07 0.01 0.00
H 2.15804 -1.93480 -1.19846 -0.03 0.00 0.00 0.00
H 2.75497 -1.98311 0.45394 0.05 0.00 0.00 0.00
H 4.60445 0.27717 0.27849 -0.01 -0.01 -0.07 0.00
H 3.38723 0.13418 1.56642 0.02 -0.01 -0.02 0.00
H 3.47644 1.60948 0.60122 0.04 -0.01 -0.04 0.00
H 3.76149 0.37271 -2.14678 0.07 -0.03 0.16 0.00
H 2.72822 1.67774 -1.53244 0.03 0.03 -0.02 0.00
H 2.84592 -0.27094 -4.33405 -0.02 -0.04 0.00 0.00
H 0.88056 -0.97930 -5.67138 -0.01 0.02 0.01 0.00
H -1.38587 -0.84108 -4.68962 0.01 0.03 -0.01 0.00
H -1.69045 -0.04167 -2.37380 0.00 -0.14 0.03 0.00
O 0.03688 2.35022 -0.16847 0.67 0.05 -0.69 -0.01
N 0.84456 3.15732 0.41820 -0.64 0.40 -0.03 0.00
N 1.41488 2.65004 1.41585 0.42 -0.17 0.58 0.00
O 1.25774 1.39500 1.75745 -0.06 0.30 0.22 0.06
C 2.26740 3.48283 2.23064 -0.02 -0.05 -0.08 0.00
C 2.37019 4.84567 1.98887 -0.10 0.09 -0.10 0.00
C 3.20177 5.60915 2.78993 0.00 0.01 -0.02 0.00
C 3.92145 5.02387 3.82426 -0.02 -0.01 -0.01 0.00
C 3.80492 3.66292 4.05311 -0.01 -0.03 -0.01 0.00
C 2.97498 2.88516 3.25606 0.04 -0.15 0.08 0.00
H 1.79697 5.29276 1.18986 0.04 0.01 0.01 0.00
H 3.28598 6.67196 2.60534 -0.02 -0.01 0.00 0.00
H 4.56234 5.62966 4.45136 0.01 -0.01 -0.02 0.00
H 4.36218 3.19645 4.85491 -0.02 0.00 0.00 0.00
H 2.86250 1.82375 3.42037 0.01 0.02 0.02 0.00
```
Forces are in eV/Å.

Output
HOMO (alpha / beta) (eV): -8.004 / -7.827
Spin multiplicity: 2
Lowest unoccupied orbital energy (alpha / beta) (eV): 0.14 / -0.14

---

2.
The following is a DFT calculation (ωB97M-V/def2-TZVPD) of one molecule with the formula CH4N6O at a distorted geometry.

```
12
Properties=species:S:1:pos:R:3:forces:R:3:nbo_charge:R:1
C -2.27147 -0.03825 0.38184 1.70 -1.23 -4.60 -0.27
O -1.09939 0.80492 0.41774 -0.67 1.42 1.64 -0.38
N -0.03832 0.44726 -0.36581 0.88 -2.45 -1.14 0.05
N 0.95052 1.38074 -0.11796 -1.75 0.53 0.85 0.00
N 2.10473 1.04521 -0.27832 1.11 0.58 -0.18 -0.03
N 2.38895 -0.26081 -0.62466 1.61 0.51 -0.08 -0.32
N 1.65729 -1.21253 0.01753 -1.89 -0.34 0.08 0.01
N 0.45970 -1.00115 0.13955 0.01 0.93 0.68 -0.04
H -2.49072 -0.20166 -0.77609 -0.03 0.40 2.19 0.17
H -3.14480 0.40252 0.84518 0.52 0.18 0.45 0.22
H -1.88510 -1.00909 0.67801 -0.93 -0.18 0.75 0.21
H 3.36860 -0.35717 -0.31700 -0.57 -0.35 -0.65 0.39
```
Forces are in eV/Å.

Output
HOMO (eV): -9.355
SMILES: CON1N=NNN=N1
Spin multiplicity: 1
Lowest unoccupied orbital energy (eV): 0.34

---

Going through the records in order, we get energy relative to the best compared isomer or geometry (same formula, charge and spin) values of 129.51; 386.66 kJ/mol.